C82H212N16O25 | ωB97M-V/def2-TZVPD

```
335
Properties=species:S:1:pos:R:3:forces:R:3:mulliken_charge:R:1
O -14.1326 7.3429 -20.5911 -0.12 -1.12 1.26 -0.67
H -15.9378 8.0304 -19.6374 -0.16 -0.87 -0.06 -0.66
H -12.3046 17.3865 -16.3709 -0.45 0.03 -0.94 0.30
C -21.0696 7.4056 -13.6718 2.27 -0.03 0.67 -1.17
N -16.4038 9.7208 -15.9484 1.30 0.13 1.53 1.28
C -15.0068 0.3683 -10.6319 0.09 1.52 0.17 -0.64
C -14.1781 8.0467 -7.6517 -0.08 -0.14 0.30 -0.73
H -15.4658 4.1632 -16.3884 0.08 0.15 -0.08 -0.75
H -16.4549 17.9913 -15.8872 -0.74 0.31 0.38 0.32
H -10.8048 17.2171 -15.7356 0.77 -0.45 0.16 0.51
O -12.6406 14.8680 -11.1850 -0.88 1.84 1.00 0.06
H -17.8563 6.4326 -18.7205 0.35 -0.34 0.05 -0.45
H -19.2839 2.1225 -10.2525 -0.10 -0.08 0.42 0.55
H -20.2536 14.4130 -18.8800 0.17 0.22 -0.24 0.25
N -19.1909 8.6814 -10.5822 -0.42 -1.19 0.70 -0.81
C -11.4769 8.4636 -13.8886 -1.25 1.33 0.92 0.58
H -16.1855 7.1810 -14.4720 0.18 -0.41 0.38 -0.27
H -14.7228 1.3870 -8.7312 0.07 0.32 0.15 0.46
C -11.6480 10.5928 -12.6786 -0.05 0.45 -0.68 -1.06
H -16.1111 4.8296 -14.8797 -0.20 -0.63 0.41 0.11
H -22.0327 5.6790 -16.6594 0.01 -0.13 0.44 0.24
N -14.5586 1.0892 -15.2686 -0.70 -1.31 0.77 0.64
H -15.7935 2.0729 -13.8630 0.04 0.09 0.47 -0.35
N -16.2915 10.1831 -20.8910 -1.18 1.25 1.05 -0.11
H -17.7819 -5.2602 -15.7745 -0.29 0.34 -0.40 0.29
C -19.4923 13.3250 -13.2349 -0.10 -0.56 1.05 -0.91
H -17.3538 9.7368 -19.2580 0.34 -0.23 -0.31 -0.57
C -15.4305 6.8508 -11.4500 -0.76 0.50 0.51 -0.37
H -14.8335 18.2696 -15.6494 0.34 -0.06 0.36 0.15
H -9.9519 15.9190 -17.7128 0.55 0.16 0.02 0.24
H -11.0120 8.9754 -14.7312 0.36 0.30 0.30 -0.53
H -17.1853 11.3887 -10.5789 -0.03 0.30 0.16 0.06
H -13.0588 11.0539 -19.4022 -0.18 -1.29 0.50 -0.32
H -18.1661 10.6619 -9.2507 0.07 0.46 0.20 0.44
C -9.9490 10.6986 -16.9363 -0.61 0.01 1.32 -0.67
H -13.2327 8.0828 -7.1105 0.11 -0.03 0.20 0.36
C -19.7741 13.4649 -19.1236 0.68 0.56 0.47 -0.86
H -13.5073 10.4097 -21.6280 -0.43 0.09 0.64 0.20
C -16.1548 7.2772 -15.5573 0.97 -0.58 0.36 -0.02
H -19.0018 5.9683 -14.9250 -0.08 0.06 -0.01 -0.10
C -19.1510 6.4890 -22.2283 0.21 0.48 0.64 -0.86
O -18.9665 13.2016 -17.9980 0.20 -1.82 1.41 -0.16
H -14.5409 8.7594 -15.3729 -0.25 0.19 0.72 -0.32
H -22.6943 4.3034 -17.5466 0.15 0.23 -0.61 0.34
H -15.0101 14.9061 -18.9575 -0.52 -0.24 -0.93 -0.71
C -11.4461 16.7214 -16.4643 -0.67 -0.31 1.02 -0.85
H -14.2811 12.5526 -14.9035 0.31 -0.21 -0.03 -0.02
H -14.6646 3.3894 -21.0266 0.24 -0.38 -0.21 0.32
H -17.1191 0.0732 -15.6597 0.19 -0.19 -0.74 0.29
H -20.2649 9.3638 -17.5492 -0.06 -0.12 -0.21 0.22
H -18.0161 9.5125 -12.0244 0.16 0.41 -0.40 -1.04
H -19.5840 10.2956 -16.2786 0.32 0.21 0.13 -0.31
O -20.1514 8.4536 -13.1546 -1.70 -1.88 -1.15 0.51
C -21.1465 13.3288 -14.9364 0.03 -0.06 -0.83 -0.17
O -20.5476 6.3106 -22.2120 -0.98 -0.94 -0.34 -0.30
H -17.2344 14.8153 -18.1679 -0.67 0.32 0.37 0.13
C -13.7700 10.2542 -8.2708 -0.85 0.43 -1.06 -1.29
H -10.7708 14.5794 -11.7998 0.17 0.31 -0.09 0.29
H -16.0506 -2.0720 -15.6269 0.19 0.56 0.20 -0.11
H -19.1339 4.9287 -17.3623 0.08 0.00 0.36 -0.13
C -12.9652 12.9759 -18.8930 -1.22 -0.27 0.17 -1.71
C -16.7696 17.0583 -13.2778 -0.34 -0.93 1.02 -1.02
O -14.1866 8.9713 -8.6940 0.93 -0.23 -1.00 0.03
H -10.7505 6.8414 -18.6791 -0.26 0.03 -0.14 0.40
H -20.9186 4.0858 -13.4358 0.38 0.04 0.01 0.16
H -18.7544 4.6776 -13.7428 -0.48 -0.18 0.10 0.42
H -18.0955 5.2494 -11.2548 0.12 -0.29 -0.46 -0.67
N -19.3868 7.2762 -19.7720 0.75 -0.31 -1.67 -0.52
H -22.8205 14.3052 -17.0900 -0.22 0.03 -0.05 0.38
C -20.6438 9.7517 -13.3466 0.27 0.24 0.41 -1.01
H -18.3109 6.2767 -13.3044 0.30 0.29 -0.35 -0.55
C -15.6536 -2.7972 -16.3372 -0.39 0.35 0.96 -0.18
C -13.2505 1.0530 -14.6336 -0.21 2.17 -0.20 -1.26
H -19.9934 8.8780 -11.1631 -0.06 1.02 0.16 0.49
C -17.0312 1.0816 -15.2553 1.02 -0.84 0.27 -1.24
C -11.0049 16.6098 -20.3017 -1.17 -0.63 0.80 -1.01
C -21.7709 4.7810 -17.2190 0.43 0.25 -0.08 -0.56
H -13.3553 4.0205 -8.6542 0.40 -1.40 0.17 0.32
C -20.9797 5.2605 -23.0964 0.13 0.39 -0.71 -0.86
H -14.5570 1.8828 -15.8933 -0.29 0.17 0.02 -0.56
H -12.8234 10.2793 -7.7311 0.04 -0.50 0.27 0.45
H -13.3488 12.1646 -8.9998 0.66 0.13 -0.13 0.16
H -15.1479 16.8462 -20.5127 -0.12 0.27 -0.25 0.44
C -18.8105 6.1157 -19.1415 -0.93 -0.56 1.78 0.09
H -19.0744 8.5279 -21.4304 -0.13 -0.02 -0.16 0.49
H -15.8966 12.5821 -15.6080 -0.08 -0.20 -0.20 -1.51
H -12.5914 1.0181 -15.5011 0.60 -0.14 0.32 0.37
C -15.7459 1.1199 -14.3899 -0.53 1.15 -1.53 0.26
H -21.5164 9.9269 -12.7173 -0.35 0.11 -0.13 0.39
H -18.8680 6.8517 -23.2164 0.37 0.10 -0.13 0.60
C -9.7022 13.3324 -21.3557 0.07 -0.19 -0.18 -0.82
C -18.0220 9.4507 -10.9362 -0.09 -0.16 -1.40 2.40
C -13.3201 11.5192 -18.4517 2.24 0.86 0.35 0.53
C -10.7223 16.6802 -17.8359 -1.41 -0.96 0.30 -0.71
H -19.3307 10.9402 -19.2035 -0.19 -0.30 -0.62 0.84
H -13.4577 3.8321 -17.6614 -0.28 -0.10 -0.07 -0.34
H -17.6633 7.6241 -21.0123 -0.04 -0.39 0.05 -0.20
O -18.2407 3.1890 -11.6252 0.31 -0.38 0.25 0.22
C -18.1537 2.2130 -17.0680 0.33 -0.84 0.78 -0.88
H -12.0527 2.2839 -13.2826 0.63 0.03 -0.25 0.51
H -14.5504 11.4661 -9.9469 -0.54 -0.44 -0.11 -0.31
H -14.4102 -0.4044 -16.6309 -0.22 0.17 0.32 0.33
C -11.2553 15.0177 -10.9273 0.09 -1.60 0.21 -0.99
H -14.6668 10.4390 -22.9538 -0.21 0.18 0.12 0.47
O -14.2522 2.7322 -10.2752 0.11 0.69 0.92 -0.12
H -12.1358 2.9201 -16.9416 0.08 0.21 0.18 0.21
H -12.2447 7.8509 -14.3610 0.11 -0.42 0.38 -0.32
C -18.0673 12.0338 -18.0377 -0.25 0.49 0.14 0.13
H -8.9954 10.4824 -17.4178 -0.22 0.69 -0.58 0.40
H -14.6145 10.5750 -7.6609 0.30 0.77 0.50 0.42
C -16.5184 15.4490 -17.6446 -1.74 -1.02 -0.32 -0.30
H -18.7858 4.3476 -9.9605 -0.01 -0.32 0.30 0.40
H -16.7553 8.4421 -9.5560 -0.03 -0.76 0.25 0.34
N -15.2500 16.0531 -11.5373 -0.91 0.84 1.13 -0.39
H -12.5917 2.5101 -18.5555 -0.04 0.53 -0.51 0.33
H -11.4025 11.0579 -13.6333 0.04 0.84 -0.03 0.39
O -12.9255 3.5059 -14.7516 -0.35 -2.03 -0.28 0.22
H -13.3051 5.4520 -14.9771 0.25 0.07 -0.19 -0.79
H -10.7830 15.9630 -10.6599 -0.79 0.67 -0.38 0.27
C -12.9754 2.3787 -13.8551 0.59 0.13 0.17 -0.22
N -14.5050 16.5493 -17.9096 0.94 1.56 -0.80 -0.24
H -8.9436 5.2719 -18.1181 0.71 -0.10 -0.16 0.37
H -18.6842 5.5182 -22.0615 0.33 -0.09 0.07 0.35
C -14.2289 3.7653 -9.2540 -1.43 0.75 -1.07 -0.23
H -19.2373 14.3827 -13.1692 -0.42 0.26 -0.10 0.65
H -24.2920 14.2756 -14.5407 -0.10 0.00 0.13 0.26
H -17.5029 9.1748 -14.1700 0.33 -0.33 0.43 0.06
H -11.9205 13.2862 -18.8737 0.10 -0.53 0.46 0.50
H -15.8344 0.3089 -13.6669 0.49 -0.06 -0.10 0.33
H -17.2890 12.3040 -18.7515 -0.02 -0.55 -0.58 0.52
H -6.4382 6.0211 -21.5715 0.96 0.01 -0.08 0.31
H -13.2739 14.4800 -9.2901 -0.23 -0.22 0.32 0.33
H -15.4818 5.8748 -11.9326 -0.03 0.10 -0.07 0.19
H -10.6851 7.1698 -16.9202 -0.04 0.64 -0.20 -0.05
O -11.5757 4.3729 -18.3492 -0.76 -0.87 0.48 -0.55
H -12.6481 10.1863 -16.7891 -0.61 -0.11 0.19 0.49
H -19.0267 7.7852 -11.0182 0.34 -0.74 0.38 -0.16
O -16.9586 2.0711 -16.2763 -0.99 -0.05 0.36 0.44
C -16.5550 15.8988 -12.1895 1.46 1.11 -1.85 0.27
C -9.9872 15.5674 -20.6507 0.22 0.47 -0.64 -0.56
H -18.6732 12.8578 -13.7816 -0.40 -0.29 -0.91 0.25
H -9.4296 15.9960 -21.4835 0.31 -0.52 -0.52 0.51
H -13.2645 16.2102 -14.5425 -0.20 0.07 -0.19 0.18
H -9.2940 15.5340 -19.8102 0.21 -0.78 0.10 0.36
H -14.8697 11.4971 -17.1223 -0.11 0.60 0.32 -0.71
C -14.2625 9.8228 -22.1507 0.24 -1.30 -0.77 -1.72
H -13.2376 1.0859 -9.6971 0.17 -0.10 0.62 0.52
O -15.6586 17.1355 -14.1551 -0.04 0.01 0.35 -0.03
O -15.8317 12.1386 -13.5990 -0.57 -0.66 0.44 0.49
H -13.6750 9.0680 -22.6735 0.04 -0.26 0.02 0.39
C -15.2422 2.7516 -20.3574 0.97 -0.94 -0.08 -0.28
C -14.9815 15.0092 -10.5371 1.49 0.64 -1.01 -0.03
H -14.9172 -2.8032 -18.3596 0.73 -0.11 0.13 0.42
N -16.2136 0.9834 -11.1781 -0.39 -0.68 0.13 0.15
C -16.7596 8.6104 -10.6329 -0.60 1.15 0.44 -0.49
H -20.8604 9.9609 -14.3942 -0.05 0.14 -0.06 0.44
H -18.6857 5.2249 -19.7572 0.14 -0.01 -0.42 0.62
C -14.2756 1.4176 -9.7247 0.67 -1.21 -0.09 -0.72
O -16.7400 7.4263 -11.4259 0.06 0.32 0.10 0.17
C -19.8873 10.3611 -17.3235 -0.65 -0.34 0.89 -0.40
O -11.0314 10.7787 -17.8051 -0.16 0.08 -1.74 -0.40
H -19.0531 2.3263 -16.4627 0.07 0.81 0.47 0.24
H -12.7842 5.9856 -19.8827 -0.10 0.03 0.04 0.46
H -16.4557 17.5843 -19.4818 0.16 0.25 -0.13 0.42
C -16.0279 4.9902 -15.9546 -1.12 -1.92 0.99 0.21
C -18.4728 1.9338 -10.9557 -0.51 0.09 0.56 -1.15
O -17.0767 15.9344 -20.6140 1.49 1.56 -0.25 -0.18
H -10.7066 10.4103 -12.1605 0.12 0.28 0.42 0.43
H -22.1702 5.0392 -13.1542 -0.30 0.10 0.02 0.30
H -15.1188 6.7499 -10.4104 0.37 -0.24 0.06 -0.11
C -18.7905 10.6882 -18.2909 -0.89 0.83 -0.95 0.71
C -17.4496 16.7407 -21.7587 -0.56 -0.89 0.73 -0.84
H -15.3407 3.3626 -19.4601 -0.36 -0.30 0.35 -0.14
H -13.6293 16.4597 -18.4048 0.45 0.48 0.27 0.27
H -9.0210 13.0418 -20.5559 -0.09 -0.04 0.39 0.33
H -16.2858 10.4269 -12.6425 -0.19 0.37 0.02 -0.99
H -9.0674 13.6984 -22.1627 -0.02 -0.17 -0.40 0.37
H -15.6932 14.9195 -9.7164 -0.09 0.66 0.00 0.49
H -22.9404 14.3597 -13.6044 -0.34 0.36 0.44 0.26
C -20.4198 6.0689 -13.2452 0.61 -0.56 -0.57 1.14
H -11.8867 15.3767 -18.9437 0.06 -0.16 0.12 -0.10
H -20.5257 4.2793 -22.9577 0.24 0.01 0.78 0.32
O -12.2290 9.3803 -13.0170 -0.62 -2.19 -0.88 -0.02
H -22.0602 5.1239 -23.1393 -0.02 0.36 0.86 0.29
C -15.7598 18.2142 -15.0776 0.80 -0.54 -0.25 -0.84
H -18.5184 8.7122 -18.8013 -0.59 -0.01 -0.09 -0.63
H -13.2385 13.0410 -19.9462 -0.30 0.40 -0.01 0.43
H -15.2153 1.4302 -18.1074 0.17 0.33 0.03 -0.23
H -23.0455 12.3152 -14.8331 0.22 -0.37 0.32 0.20
H -18.3445 16.2929 -22.1909 -0.12 -0.06 0.20 0.22
C -7.9221 6.8743 -19.5882 1.18 1.04 -0.93 -0.78
C -17.1442 -4.4350 -15.4575 0.47 -0.87 -0.29 -0.77
H -19.8538 10.4013 -12.9697 -0.04 0.29 -0.28 -0.11
C -12.5008 3.3545 -17.8722 0.97 0.28 -0.14 -0.07
H -18.9722 11.4160 -10.6366 0.02 -0.21 -0.11 0.38
H -17.5721 0.3628 -9.6576 -0.39 -0.16 -0.40 0.49
H -17.6754 16.8865 -13.8592 -0.21 -0.55 -0.16 0.44
C -6.8509 5.1890 -21.0010 -1.17 1.65 -0.95 -0.76
H -21.2720 4.0364 -16.5987 0.19 0.21 0.35 0.13
H -15.9101 0.1813 -19.0835 -0.21 0.20 -0.76 0.53
H -15.1999 -0.5809 -10.1322 -0.15 0.23 0.45 0.51
H -14.7404 7.5291 -11.9519 0.20 -0.06 -0.19 0.06
H -15.8855 19.1604 -14.5513 -0.45 0.07 -0.14 0.35
H -13.5885 13.6466 -18.3016 0.20 0.35 -0.03 0.02
C -18.7429 7.5334 -21.1319 -1.78 -0.46 0.57 -0.46
H -15.0210 14.0528 -11.0586 0.21 -0.61 0.16 -0.11
H -7.7614 5.0525 -21.5846 -0.42 -0.72 0.10 0.31
H -17.7849 10.7456 -14.7710 -0.11 0.24 -0.06 -0.74
H -14.3792 4.7469 -9.7033 -0.02 -0.19 -0.97 -0.43
N -12.6080 10.7188 -10.4761 -0.83 0.65 1.34 -0.55
H -13.6787 2.5765 -13.0462 -0.69 -0.07 -0.16 -0.09
N -23.2890 14.3945 -14.5516 0.50 -0.05 0.31 -0.79
H -16.1896 2.5288 -20.8482 -0.22 0.05 0.27 0.37
H -16.0812 -1.6450 -18.0479 -0.45 0.24 0.13 0.18
O -20.9311 5.1690 -18.3008 -0.94 -0.67 -1.05 -0.50
O -20.8446 13.0370 -13.5893 0.53 0.26 -0.03 -0.43
H -10.7729 7.9138 -13.2639 0.10 -0.17 -0.34 0.43
C -15.0049 0.7741 -18.9520 2.28 -0.35 -0.06 0.33
C -15.3216 12.8150 -14.7117 0.10 -0.55 -1.18 1.13
H -16.7293 16.7562 -22.5766 0.53 0.06 0.28 0.32
H -18.8944 1.2271 -11.6704 0.32 0.19 -0.39 0.32
H -20.7570 5.4724 -24.1421 0.41 0.54 -0.20 0.35
C -23.0287 13.3086 -16.7006 1.22 -0.26 0.38 -1.28
N -14.1451 -1.0329 -17.3758 -0.16 -1.48 -0.75 -0.26
H -16.1620 14.8066 -16.8395 0.62 -0.01 -0.09 -0.41
H -15.8607 1.8825 -11.4732 -0.40 0.34 -0.46 -0.19
H -15.3537 13.9035 -14.6642 -0.25 0.03 0.88 -0.14
C -12.9202 4.7793 -14.2107 -0.42 0.64 -0.05 0.00
H -13.6487 4.9050 -13.4097 0.15 -0.22 0.56 0.18
H -13.0459 0.2004 -13.9861 -0.38 -0.10 -0.07 0.66
C -22.6451 13.2596 -15.2018 -0.69 0.09 -0.89 0.64
C -16.9840 10.0223 -14.6179 0.36 1.29 -1.02 1.21
H -11.7806 16.5747 -21.0666 -0.31 -0.07 0.07 0.28
H -11.7929 15.6750 -13.7785 0.59 0.15 -0.33 0.55
H -16.9774 16.2963 -17.1351 -0.26 0.13 -0.35 -0.01
H -13.2801 16.1766 -9.5679 -0.28 0.42 -0.64 0.43
O -11.8872 15.4041 -15.9522 0.39 0.99 0.53 -0.06
H -17.6999 17.7490 -21.4290 0.10 0.17 -0.11 0.34
H -16.6544 10.7899 -21.6122 0.00 -0.15 -0.29 0.32
H -13.4569 6.9574 -18.5753 0.00 0.68 -0.11 -0.15
H -14.9932 10.1786 -13.6777 0.45 0.30 -0.61 -0.14
H -17.2095 7.2392 -15.8297 -0.12 0.13 -0.65 0.33
H -17.8783 1.0912 -14.5694 -0.41 1.01 -0.02 0.41
H -15.7488 10.7878 -20.2912 -0.02 0.42 0.40 -0.44
H -20.2770 6.0669 -12.1646 -0.03 0.39 0.35 -0.06
H -18.4190 1.2771 -17.5597 0.58 -0.16 -0.67 0.40
C -15.4278 9.1674 -21.3555 1.41 0.33 -0.66 -0.05
H -22.3857 12.6096 -17.2356 -0.02 -0.09 -0.20 0.08
H -10.6490 17.6396 -20.3309 0.48 -0.14 0.11 0.52
H -20.3698 7.0647 -19.8674 -0.29 0.26 -0.57 0.49
N -17.9694 9.5018 -18.4927 1.14 1.07 0.75 1.18
C -13.5342 15.2274 -10.0396 0.73 -1.94 -0.85 -0.96
H -24.0570 13.0015 -16.8910 -0.05 0.25 0.20 0.41
N -14.7284 11.3281 -18.1080 0.61 0.07 -0.22 2.11
H -8.7409 8.1712 -17.9666 0.01 -0.02 -0.46 -0.15
H -20.6023 12.6433 -15.5862 -0.01 -0.27 -0.17 -0.22
O -15.4231 6.1668 -16.1420 1.04 3.68 -0.61 0.63
H -12.3329 12.4253 -11.7114 0.40 -0.03 0.16 -0.44
H -20.7895 14.3216 -15.2104 0.00 0.36 0.07 0.52
C -13.6906 6.4729 -19.5233 0.37 -0.14 -0.79 0.11
H -8.8214 6.9406 -20.2006 -0.22 -0.68 -0.18 0.37
H -13.6615 11.4669 -12.1572 -0.10 -0.43 -0.69 -0.43
H -7.2620 7.2521 -17.6415 -0.03 0.06 0.35 0.43
H -20.6109 12.7896 -19.3025 0.28 -0.56 -0.13 0.29
C -15.1863 -2.0732 -17.5962 -0.34 0.32 -0.22 -0.35
C -18.0223 4.2933 -10.7365 0.01 -0.39 -0.24 0.42
H -20.7531 11.0214 -17.3744 0.16 0.24 -0.05 -0.43
H -7.2613 7.6544 -19.9663 0.08 0.40 -0.29 0.55
H -10.9823 14.3602 -10.1019 0.06 -0.27 0.32 0.38
O -10.6225 14.3175 -20.9904 0.30 1.72 0.90 -0.16
H -13.7464 -0.8858 -19.4595 0.18 -0.29 0.13 0.50
H -16.9999 18.0061 -12.7912 0.59 0.32 0.31 0.48
H -15.0987 8.4949 -16.9212 -0.10 -0.20 -0.40 -0.90
H -14.3056 7.0332 -8.0320 -0.06 0.09 -0.23 -0.04
H -17.5081 11.9830 -17.1035 -0.38 0.33 0.41 -0.87
H -17.0186 9.4646 -16.7076 -1.03 0.45 -0.08 -0.50
O -16.7380 -3.6824 -16.5875 -0.24 -0.27 -0.25 -0.38
H -14.5069 8.9209 -19.3908 0.23 0.50 0.02 0.12
H -16.4138 14.9856 -12.7677 -1.13 -0.55 -0.11 -0.49
H -16.9430 1.9455 -9.4340 0.01 0.32 0.30 0.22
C -10.4846 6.4375 -17.7023 0.29 -0.03 1.26 -0.66
H -22.0867 7.4220 -13.2802 -0.03 0.54 0.48 0.44
H -14.3602 16.2391 -16.9593 -0.26 -0.38 -0.09 -0.13
C -13.8372 -0.2539 -18.5760 -1.62 0.67 -0.08 -1.17
H -17.9947 3.0424 -17.7572 -0.10 -0.23 0.04 0.11
H -16.3065 -4.9746 -15.0157 0.48 0.22 0.17 0.32
C -17.3001 1.2644 -10.2064 0.98 0.89 -0.92 -0.49
O -7.1604 5.6546 -19.7132 -0.66 -0.33 1.57 -0.35
H -19.8502 6.5826 -17.3323 0.10 0.15 0.53 -0.09
H -12.3433 5.6442 -16.9215 -0.14 0.19 0.05 -0.94
H -14.9429 10.3411 -18.1096 -0.05 -0.33 -0.37 -1.04
C -11.3736 5.2913 -17.2725 0.45 -0.59 -1.04 0.70
H -12.8832 0.2582 -18.4505 -0.12 0.18 0.05 0.29
H -10.0120 9.8772 -16.2225 -0.46 -0.42 0.15 -0.18
C -15.0211 8.3275 -20.1468 0.40 0.72 -0.56 1.28
C -12.3255 11.0980 -17.2920 0.23 -0.82 -0.68 -0.11
H -21.1620 7.4745 -14.7556 0.25 0.06 -0.19 -0.01
H -16.0151 8.5359 -22.0221 0.27 -0.24 -0.24 0.39
C -19.6972 5.6772 -17.9196 1.09 0.71 -0.60 0.03
N -11.5940 16.3429 -18.9755 -0.26 0.70 -0.06 0.03
C -15.4791 8.6040 -15.9056 0.06 -0.62 -1.27 0.26
C -19.0589 5.7169 -13.8659 0.36 1.16 0.44 -0.05
H -15.8593 9.2086 -10.7737 0.18 0.09 -0.47 -0.21
H -12.2466 11.8888 -16.5460 -0.07 0.36 0.11 0.22
H -19.3822 12.8698 -12.2506 -0.02 0.35 0.23 0.11
H -14.8810 -3.3266 -15.7796 0.48 -0.14 -0.32 0.43
H -14.3948 5.6861 -19.2530 -0.47 0.02 -0.31 -0.15
H -12.9031 14.4830 -14.3717 0.02 -0.01 -0.36 -0.39
H -17.0446 4.9870 -16.3476 -0.32 -0.18 -0.24 0.00
H -17.3516 15.8640 -11.4463 -0.08 -0.03 -0.27 0.45
C -13.6096 11.2112 -9.4592 0.43 -0.09 -0.77 0.66
H -14.5526 15.9888 -12.2650 0.24 0.01 0.08 0.29
H -15.0036 8.2640 -6.9738 -0.08 -0.07 0.36 0.37
C -15.5055 15.8296 -18.6578 0.55 -0.23 0.76 1.96
C -12.6335 11.3818 -11.8050 0.50 -0.32 1.08 1.41
O -14.4985 1.5139 -20.1063 -1.57 0.69 0.81 -0.47
H -12.8887 9.7562 -10.5973 0.18 -0.32 -0.32 0.30
H -10.3041 17.6598 -18.0678 0.18 -0.02 0.37 0.49
C -8.2324 7.2223 -18.1371 0.42 -2.40 -0.24 -0.11
H -10.8766 4.7384 -16.4753 0.00 0.14 0.41 0.87
H -6.2330 4.2921 -21.0453 -0.04 0.27 0.56 0.25
H -17.6597 -3.9204 -14.6465 0.00 0.66 -0.18 0.27
H -19.0690 13.5865 -19.9458 -0.53 -0.03 -0.70 0.29
H -11.9130 5.0847 -13.9275 0.05 0.12 0.34 0.51
H -17.0192 4.2216 -10.3162 0.02 0.09 0.31 -0.15
C -18.0964 10.8482 -10.3224 0.74 -1.04 0.22 -1.62
C -16.0144 16.6688 -19.8757 -0.84 -1.90 0.79 -1.08
H -9.9700 11.5914 -16.3113 0.72 0.35 0.02 0.32
H -10.3092 12.4765 -21.6507 0.32 -0.07 -0.15 0.18
H -15.1624 3.6915 -8.6962 0.28 -0.41 0.75 0.42
H -14.3068 0.1012 -11.4236 -0.21 0.16 -0.45 0.00
N -9.0488 6.1208 -17.5812 -1.04 0.44 0.24 -0.39
N -21.2880 5.0024 -13.6446 -1.52 -0.70 -0.31 -0.53
C -12.4762 15.4596 -14.5999 0.26 0.11 -1.15 -0.28
C -15.9560 10.6888 -13.6478 -0.56 -0.30 0.38 0.39
```
Positions in Å, forces in eV/Å.

Relative energy (zero: lowest compared OMol25 entry of this formula, charge and spin), kcal/mol: 97.8
Largest force on an atom, eV/Å: 3.9
E_LUMO, eV: 0.53
HOMO-LUMO gap, eV: 8.602